The following is a quantum chemistry calculation of a structure of composition C32H27Cl5N7NiO3S in a non-equilibrium geometry, from OMol25.

```
76
Properties=species:S:1:pos:R:3:forces:R:3:lowdin_charge:R:1
Ni 1.40953 0.24992 0.18100 0.7767 0.1692 1.1600 0.372
Cl 0.08167 -1.68458 5.40381 0.0065 0.0033 -0.0324 0.643
Cl 4.43692 -3.59733 2.89964 -0.0451 -0.0048 0.0105 0.641
Cl 2.37422 -3.77131 5.21904 -0.0031 0.0222 -0.0164 0.641
Cl 4.14418 -1.49607 0.69665 -0.0354 0.0376 -0.0152 0.717
Cl -0.20164 0.52554 3.29979 0.0396 -0.0474 0.0351 0.721
S 1.00737 3.91840 2.25685 0.0321 -0.0286 -0.0734 0.576
O -1.73920 -4.83626 -1.24691 0.0479 0.0202 0.0633 0.083
O 1.72884 -1.97540 -0.91320 -0.0687 -0.4268 -0.3857 0.018
O -2.16391 -0.75594 0.98798 -0.0682 -0.0643 0.0405 -0.003
N -0.60606 1.56879 0.50160 -0.3225 0.7387 -0.0706 0.096
N -1.53803 4.66646 1.81253 -0.1213 0.0719 -0.0171 -0.008
N 0.01325 -3.44125 -0.99391 -0.1221 0.1174 0.0028 0.218
N 1.22574 1.18883 -1.77931 -0.3724 -0.0908 0.2732 0.140
N -2.72416 4.31308 1.21801 0.0683 0.1493 0.1378 0.101
N -0.15683 -1.33444 0.12957 0.2978 0.0946 -0.4314 0.141
N -1.15423 2.78343 0.94347 -0.5155 -0.1357 -0.1857 -0.064
C -1.00723 1.87213 -4.67679 -0.0260 0.0518 -0.0102 -0.049
C 2.21459 -2.54978 4.00583 0.0191 0.0119 0.0308 -0.738
C -3.48201 -2.96908 -0.02371 -0.0337 0.1236 -0.1598 -0.184
C 3.80562 1.63358 1.37281 0.0279 0.2976 0.0980 -0.140
C -1.43151 -1.60838 0.48314 0.2482 0.0618 -0.0888 -0.429
C 3.11467 -2.48039 2.95006 0.0390 0.0272 -0.0569 -0.709
C -0.01430 2.06828 -3.69244 -0.0098 -0.1182 0.0557 -0.162
C 2.95602 2.39716 -0.71716 0.2888 0.2885 0.1906 -0.197
C 0.26474 1.04891 -2.74975 -0.0618 0.0292 -0.2118 -0.186
C -0.37771 -4.08545 2.08690 -0.0521 0.0315 -0.0503 -0.062
C -1.26197 -3.84881 -0.72075 0.0067 -0.1084 0.0177 -0.426
C 2.93656 -1.52311 1.94745 -0.1058 0.0720 0.1122 -0.661
C -0.47110 -0.15319 -2.85249 0.0391 -0.1126 0.0970 -0.001
C -1.99226 -3.02672 0.31976 -0.0091 0.0106 0.1323 -0.300
C 1.18834 -1.61763 4.07429 0.0020 0.1040 0.0010 -0.727
C 0.58762 -2.23225 -0.57501 -0.1356 -0.0160 0.2675 -0.567
C -3.40608 2.29983 -0.06590 0.0667 0.0845 0.0331 0.000
C 4.90116 3.45623 0.23273 0.0665 0.0008 0.0416 -0.105
C -0.53470 3.76937 1.67408 -0.0090 0.0365 -0.0770 -0.849
C 1.05378 -0.65857 3.06532 0.0446 0.0409 0.1159 -0.648
C 0.73157 3.26622 -3.60276 -0.0008 -0.0159 -0.1149 -0.011
C -1.42166 -0.32600 -3.81911 -0.0626 0.1200 -0.0911 -0.068
C -3.76575 -2.23462 -1.33325 0.0667 -0.0306 0.0528 -0.076
C 4.79922 2.59746 1.32611 -0.1067 -0.0063 -0.0083 -0.089
C 1.68249 3.38077 -2.65074 0.1606 0.1011 -0.0303 0.008
C -2.46863 3.15977 0.70356 0.2790 -0.2776 -0.0221 -0.341
C 3.98754 3.34441 -0.79209 -0.1613 0.0499 -0.0885 -0.056
C -1.70411 0.70042 -4.74480 -0.0268 -0.1365 0.0613 -0.088
C 1.87268 -0.60055 1.93713 0.0501 -0.3586 -0.7402 -0.199
C 2.84766 1.51556 0.36296 -0.4402 -0.7595 -0.2148 -0.131
C -1.81237 -3.73209 1.69618 0.1473 -0.0475 -0.0103 -0.141
C 1.93068 2.30559 -1.74941 0.1451 0.0056 -0.0008 -0.195
H 0.55717 -3.98904 -1.64282 0.0594 -0.0443 0.0147 0.164
H -0.35254 -4.44114 3.11850 0.0124 0.0061 -0.0199 0.078
H -1.96165 -1.26310 -3.87075 -0.0035 0.0080 -0.0030 0.098
H -3.41321 -1.20203 -1.28496 -0.0169 -0.0152 -0.0061 0.065
H -3.99041 -2.46628 0.79813 -0.0090 -0.0203 0.0310 0.117
H -2.23467 -3.06056 2.44639 -0.0920 -0.0072 -0.0253 0.124
H -1.10610 0.81242 0.96895 -0.0104 -0.1365 0.0677 0.007
H -3.10308 2.24990 -1.11569 -0.0025 -0.0425 0.0186 0.083
H 5.68265 4.20526 0.18761 0.0194 -0.0394 -0.0073 0.091
H -4.83651 -2.21508 -1.54438 0.0234 -0.0085 -0.0138 0.073
H 0.28353 -3.21862 2.02403 -0.0109 -0.0258 0.0138 0.061
H 5.49669 2.68686 2.15218 0.0292 -0.0229 -0.0462 0.097
H -2.46461 0.55519 -5.50152 0.0109 0.0001 0.0063 0.099
H -3.40129 1.28565 0.33645 -0.0232 -0.0171 -0.0258 0.068
H -1.21067 2.67411 -5.37818 0.0420 0.0016 0.0157 0.109
H 0.54447 4.06571 -4.31164 -0.0531 0.0204 0.0685 0.116
H -0.84012 1.49271 -0.48263 0.0435 0.0329 -0.0925 0.080
H -4.40833 2.71907 -0.01393 0.0345 0.0221 0.0306 0.082
H 0.03090 -4.87315 1.45081 0.0036 0.0109 0.0139 0.084
H 2.24909 4.29476 -2.55164 0.0170 -0.0370 0.0392 0.105
H -1.44067 5.53736 2.29955 -0.0062 0.0031 0.0099 0.131
H 3.76894 0.98266 2.23535 -0.0281 0.0062 0.0059 0.082
H -3.26679 -2.73282 -2.16917 -0.0569 0.0106 0.0093 0.069
H -3.85225 -3.99228 -0.09195 0.0162 -0.0207 0.0420 0.115
H -2.41643 -4.64204 1.66958 -0.0469 0.0183 0.0192 0.121
H 4.08304 3.98761 -1.66096 -0.0086 0.0155 0.0624 0.094
H -0.25836 -0.94403 -2.15609 0.0060 0.0938 -0.0559 0.079
```
Positions in Å, forces in eV/Å.

- Gap between HOMO and LUMO: 6.89 eV
- HOMO level: -4.9 eV
- Net charge: -1
- Energy relative to the best compared isomer or geometry (same formula, charge and spin): 96.77 kJ/mol
- Energy: -164690.49213 eV

---

The following is a quantum chemistry calculation of a cluster of 2 separate species, C32H27FN4 in total in a non-equilibrium geometry, from OMol25.

```
64
Properties=species:S:1:pos:R:3:forces:R:3:lowdin_charge:R:1
F 0.24588 -0.90232 -3.17030 0.1929 -0.3627 -0.0956 0.005
N 0.81629 -4.53984 -2.60880 -0.7595 -0.7056 0.0069 -0.041
N 2.70606 1.44707 0.82911 0.2319 -2.3795 -0.4518 0.194
N 5.56329 -1.28116 -0.07371 -2.1371 -0.2609 0.1958 0.209
N 4.88451 -4.21316 -1.69531 -0.1289 0.5645 -0.8757 0.064
C 3.62040 -2.42795 -5.95764 0.1450 0.0651 0.2887 -0.069
C -0.59043 -3.89296 -5.14681 -0.2618 0.2102 -0.3550 -0.038
C 0.63619 -1.57034 0.62544 -0.6798 0.1471 0.5093 -0.226
C 0.37858 -3.11273 -2.42241 0.6361 -0.4919 0.6757 -0.189
C -2.64758 -3.39866 -6.32975 0.4281 0.3590 0.2091 -0.087
C -1.86274 -0.53977 1.40922 0.0199 -0.1276 0.4349 -0.070
C 4.40640 -1.31349 0.08479 2.8293 0.0106 -0.0682 -0.212
C 3.02564 -1.07806 0.31574 -0.8460 -0.7432 0.2066 -0.227
C 0.10443 -0.39949 0.01126 0.0968 -0.0721 0.6444 -0.047
C -1.30783 -4.55944 -1.38545 -0.5620 0.0553 0.1025 -0.131
C -1.07531 0.18326 0.50307 0.1560 -0.8799 -0.3127 -0.048
C 3.93836 -4.13565 -0.74575 -0.5483 -1.4156 -0.9061 -0.155
C -1.40958 -1.75201 1.96130 0.1917 -0.0959 -0.5547 -0.073
C 4.55984 -4.62500 -2.94917 -1.2091 -0.5321 1.1517 -0.124
C 4.63617 -2.02763 -5.08409 -0.1716 -0.0494 -0.0809 -0.095
C -1.07732 -3.13780 -1.90352 0.6380 0.7537 -0.2033 -0.093
C 4.31745 -1.66438 -3.77374 0.1732 0.2800 0.4981 -0.085
C 0.54902 -2.20469 -3.66581 -0.5475 -0.1670 -0.1641 -0.285
C 1.97988 -2.16597 -4.19357 -0.0168 0.6164 -0.0683 -0.129
C 2.60694 -4.52617 -1.00962 0.8618 0.6906 0.0755 -0.037
C 2.28701 -2.47670 -5.51987 0.4416 -0.0489 0.0549 -0.017
C -0.05786 -5.37909 -1.72379 0.2623 -0.0710 -0.2135 -0.139
C -1.62928 -4.29796 -5.99856 0.1665 0.6565 0.4496 -0.062
C 2.21355 -4.74970 -2.33636 0.7393 -0.0825 0.7060 -0.223
C -0.16130 -2.25864 1.57804 0.1817 0.4031 -0.1560 -0.034
C -1.55034 -1.66463 -5.04560 0.2686 0.0307 0.0163 -0.027
C 3.23270 -5.03658 -3.26902 -0.0352 0.8484 -0.0347 0.015
C 2.99464 -1.69845 -3.33366 -0.2067 -0.1447 -0.3500 -0.020
C -2.60119 -2.07984 -5.86422 0.2973 -0.1756 0.1072 -0.075
C 2.80969 0.30784 0.58234 -0.5622 2.9250 0.0610 -0.192
C -0.55290 -2.57471 -4.67516 0.3793 0.0472 -0.0413 -0.176
C 2.03409 -2.01343 0.45751 -0.0477 1.1513 1.2235 0.006
H 0.60589 0.06005 -0.84411 0.0473 -0.0801 0.4731 0.117
H -1.10417 -2.34403 -1.13429 -0.3752 -0.6291 -0.1715 0.095
H 2.27186 -3.03020 0.80391 -0.0388 0.7241 -0.7944 0.106
H 0.46988 -5.66507 -0.79964 -0.1762 0.0475 -0.3264 0.097
H -3.45845 -3.69677 -6.97288 -0.1133 -0.1458 -0.1069 0.094
H 5.67790 -1.97232 -5.42800 -0.5178 -0.1055 0.1663 0.111
H -1.49551 -0.62668 -4.69660 -0.0575 -0.5247 -0.1037 0.121
H -2.19355 -4.99590 -1.87180 0.2519 0.1399 0.2780 0.112
H 0.20449 -4.56459 -4.81313 -0.4469 0.0945 -0.3473 0.111
H -1.78692 -2.83014 -2.68727 0.2675 -0.3437 0.3336 0.117
H -3.36639 -1.35279 -6.13472 0.1029 -0.2888 -0.0031 0.103
H 4.21915 -3.74754 0.24760 0.1581 -0.5390 -0.5838 0.099
H 2.71593 -1.33178 -2.33645 0.2613 -0.3385 -0.4298 0.104
H 0.23989 -3.17110 2.04397 -0.2492 0.4289 -0.2050 0.120
H 3.89594 -2.71015 -6.97554 -0.2792 0.1490 0.2231 0.104
H 2.97908 -5.46379 -4.24863 0.1178 0.6621 0.2794 0.116
H -1.49216 -4.52105 -0.29863 0.0611 -0.2589 -0.4076 0.105
H 5.31680 -4.55440 -3.75957 -0.3944 -0.3810 0.9454 0.115
H 1.49188 -2.73212 -6.22003 0.2499 -0.0692 0.2260 0.113
H -1.39185 1.16660 0.14379 0.0058 -0.5166 -0.0510 0.116
H 5.11675 -1.37205 -3.06693 -0.5665 -0.0926 -0.5236 0.110
H -1.63621 -5.30053 -6.39531 -0.0632 -0.1486 -0.0063 0.097
H 1.83085 -4.54616 -0.22787 0.6286 0.2923 -0.5257 0.098
H -2.02770 -2.32222 2.66733 0.2718 0.3911 -0.3385 0.109
H -2.85582 -0.17246 1.70121 0.5668 -0.0199 -0.0751 0.110
H -0.29076 -6.31790 -2.24301 -0.0207 0.2323 0.0656 0.118
H 1.02202 -2.73318 -1.59778 -0.3093 0.3115 -0.6769 0.114
```
Positions in Å, forces in eV/Å.

- Gap between HOMO and LUMO: 7.76 eV
- HOMO level: -9.1 eV
- Net charge: 0
- SMILES string: FC(c1ccccc1)(c1ccccc1)[C@H]1CCCN1c1ccncc1.N#CC(C#N)=Cc1ccccc1
- Energy: -42297.18816 eV